Model 1:
DFT (wB97M-V/def2-TZVPD) results for a single C5H8N2 molecule.

Structure (ORCA input):
```
! wB97M-V def2-TZVPD RIJCOSX def2/J DEFGRID3
* xyz 0 1
C -0.37952 1.17023 -0.33665
H 2.35442 -1.11879 -0.15256
H -2.01168 0.98883 1.20979
N -1.81943 -2.10045 -0.83195
H 0.00427 1.07061 1.45499
C 0.71807 0.23649 0.20111
C -1.26930 -1.39599 -0.09669
H 1.27215 -0.96278 -1.54792
H -1.00647 0.79954 -1.16225
C 1.72539 -0.41237 -0.70605
H -0.18577 2.24037 -0.44505
C -0.45380 -0.56722 0.81304
N -1.03254 0.80794 0.97448
H -0.31177 -1.09895 1.75778
H 2.39598 0.34255 -1.13207
*
```

Output
**Highest occupied orbital energy**: -7.613 eV
**HOMO-LUMO gap**: 8.3 eV

***

Model 2:
DFT (wB97M-V/def2-TZVPD) results for a single C5H8N2 molecule.

Structure (ORCA input):
```
! wB97M-V def2-TZVPD RIJCOSX def2/J DEFGRID3
* xyz 0 1
H -1.65865 0.76696 1.35694
C 1.54977 -0.20536 0.01460
H -0.48043 -1.14304 -1.80881
C -0.95713 -0.08965 0.99886
C 0.12100 0.40914 -0.20915
H -1.56134 -1.99616 0.18244
H 0.37530 2.20341 0.92839
H -0.34594 -0.45743 1.84909
H -1.72336 0.20133 -1.55378
N 0.15399 1.85900 -0.18652
H 1.03958 2.23082 -0.72927
N -1.58417 -0.94623 0.09965
C 2.56956 -0.87767 0.03706
H 3.42035 -1.56870 0.11375
C -0.91854 -0.38642 -1.09326
*
```

Output
**Highest occupied orbital energy**: -8.618 eV
**HOMO-LUMO gap**: 9.5 eV

***

Model 3:
DFT (wB97M-V/def2-TZVPD) results for a single C5H8N2 molecule.

Structure (ORCA input):
```
! wB97M-V def2-TZVPD RIJCOSX def2/J DEFGRID3
* xyz 0 1
N 1.12126 0.46628 1.15660
H 2.89799 -0.74462 -0.28411
H -2.94739 -0.18730 1.19492
C 2.38503 0.03912 -0.84999
H -0.46119 0.44726 2.52039
H 3.03451 0.91261 -0.93533
C -2.36876 -0.39869 0.29403
H -0.25351 0.09441 -1.76473
H -2.93277 -0.06509 -0.58183
C -0.16151 0.37292 1.48150
H -2.27873 -1.48597 0.21909
H 2.14310 -0.34491 -1.84415
C -0.98274 0.15970 0.35210
N 1.14357 0.35342 -0.17787
C -0.09626 0.19027 -0.69783
*
```

Output
**Highest occupied orbital energy**: -8.778 eV
**HOMO-LUMO gap**: 9.8 eV

***

Quick one: most stable of them? model 3

***

Model 1:
DFT (wB97M-V/def2-TZVPD) results for a single C5H8N2 molecule.

Structure (ORCA input):
```
! wB97M-V def2-TZVPD RIJCOSX def2/J DEFGRID3
* xyz 0 1
H 0.96876 1.76955 -1.79104
C -1.35980 -0.32999 -1.19618
H 1.54586 0.55078 1.53474
C -0.93207 0.60220 -2.13854
H 2.21422 -0.55865 0.29933
H -1.12600 0.00097 1.85489
N 0.44994 0.44909 -0.27149
H -0.25362 -1.55689 1.69728
C 0.22385 1.03777 -1.48268
H -1.91722 -1.39430 1.09715
C 1.69677 0.39294 0.46266
C -0.96370 -0.87625 1.21937
N -0.53560 -0.47016 -0.10533
H 2.32390 1.20085 0.07953
H -2.24574 -0.96336 -1.18648
*
```

Output
**Highest occupied orbital energy**: -7.279 eV
**HOMO-LUMO gap**: 7.8 eV

***

Model 2:
DFT (wB97M-V/def2-TZVPD) results for a single C5H8N2 molecule.

Structure (ORCA input):
```
! wB97M-V def2-TZVPD RIJCOSX def2/J DEFGRID3
* xyz 0 1
C 0.49326 -0.98211 -0.54807
N -2.38093 1.00260 0.71976
N -0.38117 0.36309 1.54247
H -1.44834 1.87350 2.56507
C -0.43046 -0.17077 0.25310
H 1.50223 0.67716 -1.73412
H -1.91385 0.08826 -1.27456
C -1.52313 1.10401 1.77312
H 2.52867 -0.13065 -0.42645
H 0.53778 0.63104 1.96756
C 1.74711 -0.28990 -1.20391
H 2.15693 -0.98259 -1.93794
C -1.67692 0.24381 -0.25587
H -0.16834 -1.45685 -1.27959
H 0.95716 -1.97062 -0.16057
*
```

Output
**Highest occupied orbital energy**: -8.481 eV
**HOMO-LUMO gap**: 9.3 eV

***

Quick one: most stable of them? model 2